Entry from the Open Molecules 2025 dataset: C51H48AsBaF10N6O5P as an isolated structure at a distorted geometry (ωB97M-V with the def2-TZVPD basis set).

Each line ends with the Löwdin charge.
Element x y z (Å)
Ba1 0.013 1.248 1.237  1.955
As1 -0.990 -1.267 -1.915  1.412
P1 2.982 1.263 -2.362  1.002
F1 -0.876 2.870 6.128  0.043
F2 -5.127 2.118 2.807  0.099
F3 -3.252 2.295 7.117  0.078
F4 -5.330 -3.535 4.333  0.058
F5 -3.188 -4.158 5.940  0.071
F6 -0.857 -3.003 5.686  0.027
F7 -2.620 -0.399 2.098  0.061
F8 -2.729 2.716 1.731  0.060
F9 -4.987 -1.585 2.430  0.089
F10 -5.432 1.864 5.515  0.067
O1 -3.659 1.223 -1.161  0.012
O2 -1.604 0.552 -0.206  -0.561
O3 -1.968 5.654 -3.257  0.043
O4 1.891 3.007 0.451  -0.218
O5 2.554 4.653 -0.941  -0.022
N1 3.181 -1.641 0.732  0.045
N2 1.828 0.862 3.445  -0.312
N3 -0.487 2.888 3.164  -0.187
N4 4.477 -1.777 0.411  -0.017
N5 -0.424 -0.995 3.486  -0.002
N6 -0.341 2.659 -0.984  0.027
C1 -4.223 2.152 4.981  -0.171
C2 -3.943 -1.945 3.205  -0.181
C3 -2.318 0.117 -2.448  -0.363
C4 -2.293 -4.704 1.087  -0.093
C5 -3.825 0.167 -2.109  -0.275
C6 3.823 1.867 -3.880  -0.446
C7 0.370 3.766 -1.191  -0.188
C8 -0.685 -3.467 -0.202  -0.138
C9 -1.225 -2.394 -3.516  -0.372
C10 3.847 -3.791 0.963  -0.073
C11 0.650 -1.122 4.453  -0.278
C12 -1.880 2.652 5.231  -0.139
C13 1.385 1.823 4.460  -0.195
C14 -1.546 -1.657 3.787  -0.223
C15 -1.821 -2.611 4.800  -0.137
C16 -2.473 -2.721 -4.053  -0.095
C17 -1.431 -4.028 -5.787  -0.117
C18 -2.827 2.540 3.066  -0.174
C19 -1.562 2.525 -1.506  -0.156
C20 -1.677 -2.604 -0.662  -0.348
C21 -0.090 -2.902 -4.137  -0.123
C22 0.776 3.112 3.865  -0.252
C23 -0.121 4.802 -1.965  0.049
C24 -3.120 2.365 5.774  -0.164
C25 5.741 1.241 -1.426  -0.158
C26 3.933 3.393 -3.860  -0.171
C27 4.917 -3.045 0.530  -0.122
C28 -2.144 3.518 -2.275  0.073
C29 2.793 -2.859 1.074  -0.160
C30 4.133 -1.332 -3.189  -0.155
C31 -0.186 -3.716 -5.264  -0.107
C32 -1.397 4.665 -2.496  -0.283
C33 -2.847 0.981 -4.712  -0.093
C34 -3.053 -3.225 4.969  -0.171
C35 -1.948 0.576 -3.815  -0.108
C36 -2.198 1.152 -1.215  -0.578
C37 1.746 3.827 -0.496  -0.681
C38 -2.982 -2.800 -0.223  -0.079
C39 -0.987 -4.509 0.665  -0.094
C40 -4.056 2.257 3.607  -0.164
C41 -4.286 0.968 -4.410  -0.095
C42 -1.633 2.703 3.839  -0.237
C43 -2.577 -3.526 -5.177  -0.097
C44 1.940 -0.503 3.944  -0.223
C45 -4.133 -2.917 4.178  -0.179
C46 2.925 -0.554 -2.664  -0.438
C47 -4.743 0.574 -3.224  -0.030
C48 -3.287 -3.845 0.641  -0.089
C49 3.102 1.271 2.863  -0.121
C50 -2.721 -1.357 3.026  -0.169
C51 4.275 1.476 -1.064  -0.401
H1 0.714 -4.102 -5.730  0.091
H2 -1.347 6.388 -3.301  0.094
H3 -1.510 -4.658 -6.666  0.088
H4 3.203 1.543 -4.723  0.073
H5 -3.143 3.406 -2.673  0.127
H6 3.887 1.362 3.637  0.085
H7 1.776 -3.013 1.404  0.100
H8 4.375 3.773 -4.785  0.058
H9 0.920 -2.160 4.699  0.103
H10 2.567 -0.992 -1.729  0.037
H11 5.936 -3.309 0.303  0.105
H12 2.234 2.077 5.125  0.118
H13 2.957 3.859 -3.721  0.059
H14 4.643 -0.814 -4.004  0.053
H15 0.689 3.834 4.685  0.101
H16 6.098 1.991 -2.134  0.058
H17 -5.809 0.562 -3.023  0.102
H18 -0.895 0.589 -4.080  0.107
H19 3.827 -2.312 -3.568  0.059
H20 -3.378 -2.340 -3.593  0.103
H21 0.890 -2.665 -3.737  0.074
H22 0.619 1.355 5.073  0.095
H23 2.706 -0.562 4.744  0.119
H24 2.311 -1.107 3.112  0.082
H25 5.922 0.267 -1.886  0.042
H26 4.984 -0.964 0.098  0.119
H27 3.423 0.530 2.129  0.052
H28 0.494 5.682 -2.120  0.118
H29 0.389 -0.665 5.422  0.107
H30 0.345 -3.323 -0.513  0.074
H31 4.134 2.487 -0.674  0.059
H32 -2.519 1.316 -5.689  0.092
H33 -4.980 1.283 -5.182  0.088
H34 1.471 3.545 3.140  0.087
H35 3.827 -4.845 1.175  0.085
H36 -3.770 -2.120 -0.503  0.085
H37 6.382 1.318 -0.541  0.066
H38 4.540 3.740 -3.022  0.060
H39 -3.554 -3.765 -5.580  0.094
H40 3.017 2.231 2.354  0.058
H41 -4.305 -3.960 0.991  0.104
H42 4.869 -1.521 -2.408  0.034
H43 4.808 1.410 -4.020  0.054
H44 -0.194 -5.156 1.025  0.094
H45 -4.225 -0.722 -1.622  0.111
H46 -2.533 -5.500 1.781  0.098
H47 3.949 0.835 -0.238  0.038
H48 2.085 -0.672 -3.356  0.036

As for the energy above the lowest of the compared OMol25 structures with the same formula, charge and spin: 82.4 kcal per mole. The charge is -2. The orbital gap is 5.3 eV. The value obtained for the HOMO energy is -1.69 eV. The molar mass is 1258.2 g/mol.

=====

Entry from the Open Molecules 2025 dataset: C10H14Br2O2 as an isolated structure at a distorted geometry (ωB97M-V with the def2-TZVPD basis set).

Each line ends with the Löwdin charge.
Element x y z (Å)
Br1 5.529 -1.181 0.825  0.672
Br2 5.840 1.628 -0.701  0.763
O1 2.890 1.579 -0.666  -0.100
O2 0.704 -3.517 -0.718  -0.173
C1 3.365 0.435 -0.166  -0.448
C2 4.708 0.361 0.017  -1.111
C3 -0.374 -4.398 -0.752  -0.127
C4 0.573 1.154 0.148  -0.212
C5 -0.401 2.307 0.507  -0.261
C6 1.543 1.568 -1.018  -0.175
C7 1.698 -1.608 0.181  0.005
C8 2.452 -0.695 0.024  0.018
C9 0.730 -2.565 0.342  -0.239
C10 -1.029 1.800 1.830  -0.132
H1 1.498 0.788 -1.850  0.146
H2 0.207 3.179 0.762  0.102
H3 -0.325 -2.074 0.361  0.150
H4 -1.334 -3.820 -0.718  0.096
H5 1.251 1.049 1.019  0.121
H6 -0.501 -4.915 -1.674  0.071
H7 -2.145 2.221 1.988  0.113
H8 -0.282 -5.162 0.059  0.102
H9 -1.262 2.429 -0.324  0.156
H10 -0.007 0.221 0.058  0.092
H11 -1.324 0.796 1.471  0.057
H12 -0.444 1.847 2.691  0.044
H13 1.200 2.551 -1.422  0.135
H14 0.647 -3.065 1.307  0.135

The charge is 0. The orbital gap is 8.8 eV. The value obtained for the HOMO energy is -8.35 eV. The molar mass is 326.0 g/mol.

=====

Entry from the Open Molecules 2025 dataset: one molecule with the formula C4H5NO at a distorted geometry (ωB97M-V with the def2-TZVPD basis set).

Each line ends with the Löwdin charge.
Element x y z (Å)
O1 0.998 -0.920 -0.728  0.012
N1 -0.461 2.213 -1.661  0.164
C1 -1.051 -0.665 0.607  -0.030
C2 0.207 1.392 -1.194  -0.150
C3 0.435 -0.466 0.497  -0.296
C4 1.056 0.466 -0.459  -0.257
H1 1.024 -0.678 1.390  0.145
H2 -1.541 -0.415 -0.338  0.086
H3 -1.239 -1.722 0.820  0.087
H4 -1.492 -0.066 1.409  0.089
H5 2.062 0.844 -0.284  0.150

As for the energy above the lowest of the compared OMol25 structures with the same formula, charge and spin: 36.5 kcal per mole. The charge is 0. The SMILES is C[C@H]1O[C@H]1C#N. The orbital gap is 12.0 eV. The value obtained for the HOMO energy is -11.11 eV. The molar mass is 83.1 g/mol.